Density functional theory data (ωB97M-V/def2-TZVPD) for a molecular structure, C31H35N6O3S2Tc in a non-equilibrium geometry.

XYZ file:
```
78
Properties=species:S:1:pos:R:3:forces:R:3:lowdin_spin:R:1
Tc -0.12080 -0.08010 -0.07120 -0.83 0.69 2.02 0.8494
C -0.87110 0.33200 5.20580 0.63 0.01 0.37 0.0010
N -1.86940 0.42200 4.17810 -0.24 -0.08 -0.95 0.0076
C -3.15710 0.84350 4.33190 -0.82 0.05 -0.41 -0.0001
C -3.75710 0.79220 3.12550 -0.28 0.21 0.81 0.0029
N -2.83010 0.33100 2.19930 0.60 0.01 0.80 0.0039
C -1.65260 0.14060 2.87090 0.73 -0.34 -0.02 0.0055
S -0.16130 -0.40550 2.31590 0.18 0.03 -0.36 0.0148
C -3.17800 0.12720 0.85880 0.17 0.08 -1.38 -0.0095
C -4.52920 -0.12560 0.59380 0.05 -0.05 0.03 0.0032
C -5.01020 -0.06600 -0.69430 0.64 0.21 -0.25 -0.0089
C -4.10830 0.30210 -1.69670 -0.50 -0.15 0.35 0.0032
C -2.78220 0.43120 -1.37240 0.04 -0.02 -0.05 -0.0081
N -2.26060 0.25690 -0.13750 -0.98 -0.15 0.54 -0.0026
H -1.34640 0.43800 6.17870 -0.05 -0.01 -0.08 0.0000
H -0.13070 1.12330 5.07440 -0.01 -0.04 -0.02 0.0007
H -0.36140 -0.63170 5.15110 -0.10 0.08 0.01 0.0000
H -3.55730 1.14940 5.27610 -0.04 0.08 0.17 0.0000
H -4.74620 1.08790 2.85430 -0.16 0.08 -0.08 0.0004
H -5.19620 -0.38990 1.39790 0.00 0.04 0.12 0.0004
H -6.04700 -0.26550 -0.90660 -0.13 -0.03 -0.03 -0.0006
H -4.42640 0.45450 -2.71460 -0.02 0.01 -0.11 0.0004
H -2.08130 0.69200 -2.15110 0.08 -0.12 0.11 -0.0005
C 4.15310 0.19650 0.87760 0.00 0.04 -0.30 0.0100
C 2.72070 0.62410 0.70460 -0.18 -1.27 -1.61 0.0368
N 1.87840 -0.08530 -0.07670 1.07 0.52 0.71 -0.1825
O 2.48840 -0.88960 -1.06180 0.58 -0.41 0.03 -0.0258
C 2.28120 1.72220 1.42750 -1.09 1.25 0.90 -0.1055
C 3.16730 2.43430 2.40250 -0.21 -0.08 0.18 -0.0176
N 1.00540 2.22240 1.32200 0.95 0.25 1.09 0.1312
O 0.48570 2.85940 2.29000 0.36 -0.20 -0.64 0.2345
H 4.34220 -0.75760 0.39210 0.00 0.05 0.01 -0.0001
H 4.36790 0.08520 1.93960 -0.03 0.03 0.02 0.0022
H 4.84140 0.94710 0.49020 0.11 -0.01 -0.04 0.0041
H 3.14820 -0.36140 -1.53780 -0.11 0.08 0.23 -0.0025
H 4.07110 2.79270 1.91150 0.11 -0.09 -0.03 -0.0055
H 3.45610 1.80070 3.24040 0.06 0.03 0.11 -0.0051
H 2.62310 3.29240 2.79030 0.10 -0.07 0.06 0.0001
C 0.24670 2.04330 0.14360 -1.08 -0.75 -0.67 0.0146
H 0.82370 2.40000 -0.71760 0.02 -0.17 0.05 0.0142
H -0.65900 2.64470 0.25500 0.16 -0.05 0.04 0.0001
C 0.28910 0.83450 -8.53470 0.01 0.01 -0.07 -0.0011
C 0.22340 0.41030 -7.10660 -0.03 -0.11 0.24 -0.0058
C -0.07650 -0.89890 -6.75070 -0.02 0.05 -0.04 0.0008
C -0.16560 -1.30050 -5.43230 0.03 0.14 0.27 -0.0050
C -0.50800 -2.72970 -5.12790 -0.01 -0.04 -0.01 -0.0004
C 0.05500 -0.35150 -4.40430 0.12 0.36 -0.56 -0.0007
C -0.06740 -0.77130 -3.03770 -0.10 0.05 0.84 -0.0148
O -0.01460 -0.02330 -2.03720 0.11 -0.47 -2.24 0.0512
C 0.37750 0.98270 -4.75710 -0.01 -0.10 0.11 -0.0046
C 0.66460 2.02820 -3.72630 -0.04 0.14 -0.04 0.0003
C 0.45660 1.32950 -6.09110 -0.07 -0.07 0.01 0.0010
H 0.11320 0.00000 -9.20580 0.01 -0.06 -0.09 0.0000
H 1.26360 1.26560 -8.75350 0.08 0.04 -0.09 -0.0003
H -0.45850 1.59980 -8.73530 -0.05 0.07 -0.04 -0.0003
H -0.25630 -1.62350 -7.52880 -0.03 -0.14 -0.13 0.0002
H -0.68750 -3.27860 -6.04860 0.00 -0.03 -0.01 0.0000
H -1.40670 -2.79580 -4.51560 -0.03 -0.11 0.03 -0.0001
H 0.30860 -3.22190 -4.59960 -0.02 -0.10 0.05 -0.0001
H -0.25030 -1.84050 -2.87450 -0.03 0.13 0.11 0.0003
H -0.17320 2.15060 -3.04070 0.09 0.06 0.05 0.0001
H 0.86500 2.98110 -4.21060 0.03 0.04 0.01 0.0001
H 1.53800 1.74480 -3.13810 -0.03 0.05 0.15 0.0003
H 0.69690 2.34880 -6.35310 0.05 0.16 -0.01 0.0002
S 1.00930 -4.78560 -0.17190 -0.32 0.20 0.11 0.0015
C 0.65250 -3.16090 -0.61790 0.08 -0.46 0.01 0.0035
N -0.32720 -2.58190 -0.00670 0.32 0.97 -0.54 0.0057
C -0.91350 -3.43490 0.90090 -0.02 -0.96 0.35 0.0000
C -2.01050 -3.18370 1.72470 0.00 0.04 -0.10 0.0002
C -2.45270 -4.17060 2.57990 -0.07 0.21 -0.04 0.0004
C -1.83410 -5.41900 2.63200 0.16 -0.11 -0.06 -0.0001
C -0.75950 -5.70070 1.81480 -0.09 -0.08 0.12 0.0003
C -0.30840 -4.70840 0.95820 0.04 0.36 -0.18 0.0001
H 1.25620 -2.66930 -1.35650 0.15 0.14 -0.06 0.0010
H -2.50780 -2.22920 1.67480 -0.05 0.06 0.02 -0.0001
H -3.29760 -3.97500 3.22280 -0.09 0.03 0.04 0.0000
H -2.20110 -6.17130 3.31350 -0.03 -0.06 0.03 0.0000
H -0.28080 -6.66570 1.83250 0.05 -0.15 0.05 0.0000
```
Positions in Å, forces in eV/Å.

Output
Total charge   +1
Lowest unoccupied orbital energy (spin up / spin down)   -2.86 / -2.85 eV
Spin multiplicity   2
Electronic energy   -2633.42375 a.u.

***

Density functional theory data (ωB97M-V/def2-TZVPD) for a molecular structure, C31H36As2PPd.

XYZ file:
```
71
Properties=species:S:1:pos:R:3:forces:R:3:lowdin_charge:R:1
Pd -0.87184 0.37333 -0.31812 0.69 -0.03 -0.41 0.2916
C 4.17224 0.04897 1.73213 -0.04 0.01 -0.03 -0.0361
C 3.99430 -0.26958 0.26920 0.06 0.04 -0.05 -0.2543
C 5.07243 -0.82869 -0.41597 0.01 0.00 0.02 -0.0340
C 5.02652 -1.09455 -1.77467 -0.02 0.01 -0.01 -0.0572
C 3.88689 -0.78725 -2.50311 0.01 0.01 0.03 -0.0734
C 2.79779 -0.24840 -1.84247 -0.04 -0.04 -0.01 -0.1205
C 2.82808 -0.00590 -0.46717 -0.06 -0.05 -0.03 -0.3125
P 1.32185 0.74351 0.19951 -0.11 -0.04 0.38 1.0162
C 1.07166 0.08956 1.89808 0.11 -0.11 -0.03 -0.3197
C 1.13036 -1.30913 1.94114 0.05 -0.01 0.03 -0.1554
C 0.79217 -2.01801 3.07786 0.03 -0.02 -0.02 -0.0832
C 0.36692 -1.32590 4.20253 -0.01 0.00 0.00 -0.0641
C 0.31587 0.05560 4.17229 0.03 0.01 0.01 -0.0372
C 0.66803 0.79382 3.04007 0.07 0.07 0.00 -0.2463
C 0.60603 2.29582 3.13527 -0.05 0.01 -0.02 -0.0260
C 1.55010 2.51579 0.15225 0.17 -0.06 0.00 -0.3405
C 2.76810 3.18170 0.29324 -0.03 0.01 0.05 -0.0704
C 2.77578 4.56159 0.35548 0.02 -0.03 0.00 -0.0662
C 1.57141 5.25871 0.27823 -0.02 0.03 0.00 -0.0565
C 0.37455 4.58828 0.09768 -0.02 0.01 -0.03 -0.0344
C 0.35280 3.19650 -0.00202 -0.02 0.08 -0.01 -0.3415
C -0.91901 2.44865 -0.29815 -0.21 0.10 0.20 -0.2663
H 5.23051 0.19252 1.94605 -0.01 -0.01 0.01 0.0878
H 3.80730 -0.75722 2.36995 -0.01 -0.02 0.00 0.0879
H 3.64424 0.95502 2.02814 -0.01 0.00 0.00 0.0671
H 5.97997 -1.04163 0.13618 0.00 0.00 -0.01 0.1181
H 5.88926 -1.52447 -2.26620 0.00 0.00 0.00 0.1120
H 3.84666 -0.96278 -3.56972 0.01 0.00 0.00 0.1104
H 1.89980 -0.00426 -2.39948 -0.01 -0.01 0.01 0.0929
H 1.48017 -1.84977 1.06619 -0.02 0.01 -0.02 0.0928
H 0.86935 -3.09780 3.09083 -0.01 0.00 0.00 0.1074
H 0.09226 -1.85831 5.10348 0.00 0.00 0.00 0.1101
H 0.00570 0.59506 5.05910 0.01 0.00 0.00 0.1153
H 0.53667 2.59571 4.17962 -0.02 -0.01 0.00 0.0847
H -0.26932 2.69340 2.61734 0.00 -0.01 -0.02 0.0831
H 1.48116 2.77741 2.70369 0.01 0.00 0.01 0.0749
H 3.69231 2.62083 0.36369 0.00 0.02 -0.01 0.1064
H 3.70757 5.09861 0.46988 0.00 0.00 0.00 0.1098
H 1.57615 6.33943 0.33764 -0.01 0.00 0.00 0.1108
H -0.55038 5.14583 0.00690 0.01 0.00 0.00 0.1192
H -1.22042 2.67246 -1.32710 0.00 -0.05 -0.03 0.0562
H -1.71613 2.83398 0.34388 -0.02 -0.01 -0.02 0.0369
C -4.44658 1.66319 -0.67957 -0.01 -0.06 -0.05 -0.2673
As -3.21029 0.19790 -0.44172 -0.53 -0.05 -0.01 1.0801
C -3.98958 -0.72573 1.08032 -0.02 0.11 0.03 -0.2516
C -3.56402 -1.05924 -1.87441 0.06 -0.03 0.02 -0.4097
C -4.70360 -1.00782 -2.66487 -0.06 -0.09 0.03 -0.0908
C -4.92709 -1.98973 -3.62182 -0.02 0.05 0.01 -0.0612
C -4.02259 -3.02799 -3.77608 0.04 -0.04 0.00 -0.0616
C -2.87509 -3.07448 -2.99507 0.00 -0.01 -0.03 -0.0941
C -2.62771 -2.08254 -2.05505 -0.07 0.08 -0.02 -0.4100
As -0.97321 -2.00665 -1.03177 0.05 0.08 0.04 1.1044
C -1.09073 -3.58206 0.09984 0.01 0.04 -0.01 -0.2560
C 0.34795 -2.58978 -2.32214 -0.04 -0.03 -0.02 -0.2752
H -5.46536 1.27868 -0.67183 -0.01 0.05 0.00 0.0354
H -4.25752 2.19662 -1.60841 0.04 -0.02 -0.01 0.0419
H -4.31511 2.34447 0.15921 -0.01 0.02 -0.01 0.0332
H -4.95004 -1.15805 0.80535 0.00 0.01 0.00 0.0431
H -4.12451 -0.01399 1.89400 0.01 -0.01 0.01 0.0363
H -3.31015 -1.50701 1.41428 0.00 -0.03 -0.02 0.0123
H -5.42499 -0.20969 -2.54082 0.00 0.00 0.00 0.0986
H -5.81079 -1.94427 -4.24423 0.00 0.00 0.00 0.1134
H -4.20313 -3.79793 -4.51426 0.00 0.00 0.00 0.1132
H -2.16869 -3.88313 -3.14074 0.00 0.00 0.00 0.1006
H -1.21568 -4.46268 -0.52860 -0.01 -0.01 0.00 0.0378
H -1.93738 -3.49839 0.77754 0.00 0.03 0.01 0.0262
H -0.17578 -3.67281 0.68170 0.00 -0.02 0.00 0.0144
H 0.10254 -3.57864 -2.70612 0.00 0.00 0.01 0.0313
H 1.32119 -2.62016 -1.83505 0.01 0.00 -0.01 0.0224
H 0.38205 -1.87651 -3.14304 0.01 0.00 -0.01 0.0371
```
Positions in Å, forces in eV/Å.

Output
Total charge   +1
Lowest unoccupied orbital energy   -2.19 eV
Energy relative to the best compared isomer or geometry (same formula, charge and spin)   0.0000 eV
Electronic energy   -6143.49753 a.u.

***

Density functional theory data (ωB97M-V/def2-TZVPD) for a molecular structure, C31H36BiBrN3OS4Si in a non-equilibrium geometry.

XYZ file:
```
78
Properties=species:S:1:pos:R:3:forces:R:3:lowdin_charge:R:1
Bi -0.75037 -0.01486 1.18151 0.46 -0.61 -2.05 1.3594
C -4.00982 0.93345 2.46450 -0.75 -1.12 0.10 -0.5059
C -3.61737 2.08723 1.56985 -0.21 0.90 0.27 -0.5216
S -1.87808 2.62776 1.79401 -0.40 0.57 0.73 0.7442
C -1.87103 3.29517 3.54937 0.08 0.86 -1.22 -0.4763
C -0.82155 2.65596 4.40255 0.46 -0.20 0.94 -0.5240
S -1.49579 1.19233 5.28962 0.29 -0.32 -1.01 0.8979
C -0.19351 -0.02658 4.89869 0.48 0.22 0.36 -0.5272
C -0.66313 -1.46876 4.77571 0.70 -0.51 -0.34 -0.4765
S -0.62651 -2.17620 3.06279 -0.78 -0.08 0.34 0.7835
C -2.38751 -2.79264 2.88442 0.29 -0.69 -0.12 -0.4745
C -3.50988 -1.77480 3.03061 0.52 0.47 -0.13 -0.5111
S -3.65979 -0.66720 1.58453 -0.85 0.05 0.57 0.7621
H -5.10369 0.82799 2.63288 0.68 0.75 0.06 0.0924
H -3.47798 0.95456 3.43116 -0.26 -0.07 -0.42 0.0196
H -4.24290 3.00525 1.73010 0.44 -0.92 -0.18 0.1065
H -3.68507 1.78332 0.52323 -0.07 0.28 -0.07 0.0552
H -2.86167 3.17405 3.98213 -0.10 0.14 -0.17 0.0763
H -1.63380 4.37124 3.41071 -0.34 -0.60 0.18 0.0912
H -0.53650 3.31049 5.24090 0.03 0.15 -0.61 0.0826
H 0.08370 2.44712 3.79846 -0.37 -0.19 0.56 0.0728
H 0.49164 0.02702 5.75719 0.12 -0.04 -0.57 0.0847
H 0.33271 0.29278 3.98012 -0.04 -0.07 0.56 0.0310
H -1.64278 -1.62819 5.16395 -0.88 0.04 0.19 0.0543
H -0.02328 -2.11193 5.38889 0.06 0.07 -0.33 0.0869
H -2.46237 -3.52875 3.72941 -0.06 0.34 -1.07 0.0992
H -2.43711 -3.28131 1.86399 0.25 0.27 1.30 0.1024
H -3.33677 -1.16714 3.92562 -0.20 0.00 -0.17 0.0595
H -4.46958 -2.26324 3.11376 -0.10 -0.41 0.29 0.0785
Br 5.02314 -2.39309 -6.55496 0.79 0.03 -0.16 0.7744
C 3.30632 -1.87778 -7.04883 -0.85 0.87 -0.75 -0.7257
C 2.83018 -0.60699 -6.62800 0.61 -0.90 0.10 -0.1293
C 1.47161 -0.42560 -6.48252 -0.64 -1.61 -0.83 -0.0092
C 0.60409 -1.48374 -6.94525 0.78 -0.04 -1.30 -0.2487
C 1.12430 -2.63027 -7.63418 -0.10 0.68 -0.33 -0.0112
C 2.50733 -2.79803 -7.74129 -0.20 0.31 1.06 -0.1294
N -0.70687 -1.65017 -6.53890 -0.50 -0.91 1.67 0.0399
N -1.14238 -0.74798 -5.75990 2.02 0.95 -0.46 0.0381
C -1.38959 -1.09798 -4.45123 -1.84 -0.13 -0.75 -0.2144
C -1.42142 -2.42467 -3.97796 0.87 1.15 -0.50 0.0064
C -1.32817 -2.61923 -2.61724 0.44 0.95 1.06 0.0000
C -1.11748 -1.50994 -1.72882 -0.27 -1.14 -0.17 -0.3363
O -0.83312 -1.80568 -0.47838 0.06 1.55 1.11 -0.3001
C -1.25740 -0.13992 -2.21402 -0.58 -0.38 0.27 -0.1489
N -1.32640 0.90112 -1.32288 0.46 -0.51 0.27 0.0170
C -1.70351 2.09745 -1.75236 0.07 -0.09 0.51 -0.1545
C -2.10135 2.33640 -3.07110 0.27 -0.70 -1.22 -0.0225
C -1.91492 1.32026 -4.01598 -0.62 1.42 0.59 0.0212
C -1.48765 0.07161 -3.59798 0.14 -2.22 0.67 -0.0999
H 3.58236 0.14647 -6.36863 -0.50 -0.31 0.31 0.1040
H 1.04082 0.39116 -5.93410 -0.04 0.36 -0.13 0.0953
H 0.40709 -3.37794 -8.04257 0.66 0.72 0.44 0.1239
H 3.00851 -3.66186 -8.18410 -0.51 0.14 0.17 0.1031
H -1.29581 -3.25447 -4.69347 -0.40 0.58 0.42 0.1266
H -1.27402 -3.63419 -2.21811 0.00 0.45 0.11 0.1202
H -1.68811 2.90210 -1.00829 -0.17 -0.26 -0.27 0.0843
H -2.55326 3.27453 -3.39267 0.34 -0.13 0.30 0.1137
H -2.20509 1.46965 -5.04785 0.14 0.00 -0.01 0.1221
C 2.31467 -0.79222 -0.52652 0.70 -0.07 0.45 -0.2145
Si 1.89171 0.54085 0.72816 0.22 0.35 -0.16 0.4684
C 1.89952 2.24414 -0.11942 1.02 0.71 0.88 -0.2376
C 2.95541 0.53866 2.31019 -0.25 0.16 -0.34 -0.3343
C 3.55054 -0.60775 2.83243 0.17 -0.52 0.25 -0.1062
C 4.38368 -0.55186 3.96173 0.26 -0.96 -0.35 -0.0887
C 4.65509 0.63191 4.61038 0.09 0.38 0.33 -0.0879
C 4.01807 1.77177 4.13348 0.09 0.36 0.00 -0.0856
C 3.20302 1.72893 2.99422 -0.17 0.92 0.93 -0.1270
H 3.30569 -1.22252 -0.26678 -0.50 0.17 -0.38 0.0442
H 2.32796 -0.38833 -1.54527 0.12 -0.03 0.20 0.0415
H 1.56645 -1.57836 -0.49681 0.02 -0.23 -0.04 -0.0017
H 2.97873 2.63601 -0.17724 -1.53 -0.54 -0.08 0.0680
H 1.29661 3.01833 0.41257 0.45 -0.52 -0.30 0.0197
H 1.47714 2.13650 -1.11576 0.10 0.02 -0.15 0.0092
H 3.35802 -1.57484 2.35458 0.22 0.28 0.17 0.1054
H 4.89900 -1.44435 4.32599 -0.38 0.07 -0.26 0.1103
H 5.35043 0.66053 5.47977 -0.71 0.03 -0.80 0.1243
H 4.19031 2.71381 4.65428 -0.15 -0.11 -0.25 0.1067
H 2.70854 2.68346 2.74088 0.33 -0.59 -0.28 0.1031
```
Positions in Å, forces in eV/Å.

Output
Total charge   +1
Lowest unoccupied orbital energy   -3.27 eV
Energy relative to the best compared isomer or geometry (same formula, charge and spin)   0.0000 eV
Electronic energy   -6112.90976 a.u.